No. 1
ORCA calculation (ωB97M-V with the def2-TZVPD basis set) on C22H31OV as an isolated structure in a non-equilibrium geometry.

Each line ends with the Mulliken spin population.
Positions of all 55 atoms, in Å:
V (0.533, -1.308, -0.310)  0.9791
C (4.185, -4.072, 0.785)  0.0027
C (3.186, -3.584, -0.270)  0.0147
C (2.801, -4.713, -1.217)  -0.0077
C (2.002, -2.946, 0.424)  -0.0233
C (2.178, -1.699, 1.063)  -0.0221
C (1.115, -1.090, 1.796)  -0.0254
C (-0.156, -1.681, 1.844)  -0.0033
C (-1.292, -1.017, 2.570)  0.0029
C (-0.375, -2.809, 1.033)  0.0061
C (0.702, -3.458, 0.359)  0.0205
H (5.056, -4.511, 0.299)  -0.0003
H (3.730, -4.835, 1.419)  0.0005
H (4.531, -3.260, 1.426)  0.0001
H (3.663, -2.790, -0.856)  0.0075
H (2.360, -5.552, -0.675)  -0.0002
H (3.692, -5.087, -1.721)  0.0003
H (2.098, -4.379, -1.982)  0.0035
H (3.155, -1.238, 1.069)  0.0025
H (1.294, -0.151, 2.304)  -0.0052
H (-1.633, -0.128, 2.035)  0.0041
H (-0.973, -0.700, 3.562)  0.0013
H (-2.137, -1.694, 2.675)  0.0009
H (-1.366, -3.235, 0.969)  0.0054
H (0.494, -4.351, -0.211)  0.0013
C (2.027, 2.014, -2.858)  0.0003
C (2.777, 0.806, -2.278)  -0.0170
C (3.021, 0.985, -0.780)  0.0155
C (2.070, -0.468, -2.706)  0.0387
C (2.705, -1.367, -3.553)  0.0059
C (2.014, -2.423, -4.130)  -0.0021
C (0.652, -2.568, -3.925)  -0.0005
C (-0.052, -1.697, -3.097)  0.0212
C (-1.571, -1.733, -3.090)  -0.0660
C (-2.145, -0.386, -3.542)  0.0006
C (-2.207, -2.188, -1.777)  0.0568
C (0.698, -0.695, -2.434)  0.0331
O (0.097, 0.010, -1.426)  -0.0466
H (2.582, 2.931, -2.659)  0.0000
H (1.041, 2.108, -2.402)  -0.0006
H (1.901, 1.920, -3.937)  -0.0001
H (3.760, 0.764, -2.753)  0.0007
H (2.087, 1.069, -0.222)  -0.0010
H (3.582, 1.906, -0.617)  0.0023
H (3.617, 0.165, -0.376)  -0.0022
H (3.754, -1.221, -3.782)  0.0002
H (2.535, -3.112, -4.781)  0.0000
H (0.111, -3.350, -4.444)  0.0002
H (-1.840, -2.478, -3.842)  0.0019
H (-1.929, 0.395, -2.813)  -0.0001
H (-3.227, -0.460, -3.650)  -0.0001
H (-1.729, -0.086, -4.504)  -0.0001
H (-2.067, -1.445, -0.986)  -0.0047
H (-1.804, -3.150, -1.453)  -0.0050
H (-3.283, -2.307, -1.909)  0.0030

Summary:
Net charge = +1
HOMO (spin up / spin down) = -11.7 / -11.1 eV
Spin multiplicity = 2
Gap between HOMO and LUMO (spin up / spin down) = 7.9 / 7.5 eV


No. 2
ORCA calculation (ωB97M-V with the def2-TZVPD basis set) on C37H23Br2N5O6PbS as an isolated structure in a non-equilibrium geometry.

Each line ends with the Löwdin charge.
Positions of all 75 atoms, in Å:
Pb (0.316, 0.324, -0.045)  1.5548
Br (5.634, -3.127, 5.227)  0.7691
C (6.002, -3.141, 3.356)  -0.6623
C (5.942, -1.949, 2.654)  -0.1299
C (6.181, -1.949, 1.298)  -0.0065
C (6.497, -3.142, 0.627)  -0.2932
C (6.590, -4.324, 1.374)  -0.0199
C (6.331, -4.330, 2.728)  -0.1217
N (6.960, -3.159, -0.672)  0.0606
N (6.568, -2.439, -1.601)  0.0731
C (5.415, -1.704, -1.578)  -0.2765
C (5.500, -0.401, -2.074)  -0.0153
C (4.508, 0.527, -1.834)  -0.0058
C (3.310, 0.187, -1.180)  -0.3799
O (2.439, 1.063, -0.826)  -0.1973
C (3.109, -1.223, -0.929)  -0.1631
N (1.874, -1.609, -0.576)  -0.0142
C (1.615, -2.871, -0.338)  -0.1407
C (2.588, -3.867, -0.427)  -0.0221
C (3.859, -3.510, -0.804)  0.0093
C (4.163, -2.161, -1.067)  -0.0993
H (5.719, -1.023, 3.163)  0.0949
H (6.141, -1.016, 0.755)  0.1196
H (6.856, -5.240, 0.870)  0.1150
H (6.404, -5.246, 3.295)  0.1026
H (6.426, -0.101, -2.544)  0.1160
H (4.653, 1.556, -2.125)  0.1133
H (0.592, -3.111, -0.093)  0.0790
H (2.321, -4.894, -0.230)  0.1083
H (4.618, -4.268, -0.933)  0.1152
O (-1.370, 3.980, -1.789)  0.0618
C (-0.875, 3.080, -1.139)  -0.6412
O (-0.871, 1.844, -1.427)  -0.1859
C (-0.259, 3.470, 0.222)  -0.1684
C (0.071, 4.813, 0.492)  0.0245
C (0.585, 5.141, 1.716)  0.0176
C (0.638, 4.154, 2.727)  -0.1481
C (1.050, 4.406, 4.050)  -0.0278
C (0.999, 3.419, 4.998)  -0.0763
C (0.514, 2.142, 4.673)  -0.0700
C (0.143, 1.856, 3.389)  -0.0269
C (0.222, 2.842, 2.387)  -0.2148
N (-0.123, 2.520, 1.120)  0.0346
H (-0.054, 5.535, -0.301)  0.1212
H (0.941, 6.137, 1.945)  0.1200
H (1.402, 5.395, 4.305)  0.1136
H (1.314, 3.616, 6.011)  0.1030
H (0.423, 1.392, 5.446)  0.1063
H (-0.256, 0.895, 3.103)  0.0921
O (-1.954, -2.332, -2.400)  0.1478
C (-2.605, -1.728, -1.598)  -0.4759
O (-1.996, -1.204, -0.473)  -0.5177
C (-4.033, -1.454, -1.534)  -0.1525
C (-4.993, -1.793, -2.481)  0.0107
C (-6.313, -1.492, -2.222)  -0.0641
C (-6.676, -0.870, -1.028)  -0.0616
C (-5.732, -0.493, -0.094)  -0.0689
C (-4.403, -0.786, -0.362)  -0.4258
S (-3.000, -0.443, 0.605)  0.9943
H (-4.675, -2.262, -3.399)  0.1281
H (-7.078, -1.746, -2.939)  0.1066
H (-7.716, -0.664, -0.832)  0.1090
H (-6.007, -0.004, 0.827)  0.1123
O (2.333, -2.279, 6.085)  0.0694
C (1.972, -1.937, 4.849)  -0.3180
C (2.695, -1.047, 4.047)  -0.0011
C (2.190, -0.701, 2.811)  -0.1362
N (1.054, -1.193, 2.329)  -0.0493
C (0.409, -2.074, 3.069)  -0.7263
Br (-1.153, -2.831, 2.317)  0.8166
C (0.798, -2.484, 4.327)  -0.0290
H (3.211, -1.937, 6.305)  0.0768
H (3.629, -0.636, 4.398)  0.1023
H (2.696, 0.004, 2.168)  0.1181
H (0.228, -3.194, 4.904)  0.1160

Summary:
ΔE to the lowest compared entry with this formula, charge and spin = 93.10 kJ/mol
Net charge = 0
HOMO = -7.1 eV
Gap between HOMO and LUMO = 6.8 eV


No. 3
ORCA calculation (ωB97M-V with the def2-TZVPD basis set) on C3H8N4 as an isolated structure in a non-equilibrium geometry.

Each line ends with the Löwdin charge.
Positions of all 15 atoms, in Å:
C (-2.676, 0.303, 0.033)  -0.2165
C (-0.273, -0.228, -0.267)  -0.1935
C (2.024, 0.828, 0.149)  -0.1187
H (-3.073, 0.015, 1.449)  0.1551
H (-3.436, 1.038, -0.553)  0.0617
H (-2.549, -0.953, -0.660)  0.1116
H (-0.755, -1.135, -0.857)  0.1019
H (0.949, -2.257, -0.356)  0.1316
H (1.547, -1.765, 1.096)  0.1274
H (2.890, 0.319, 0.116)  0.0634
H (2.224, 2.765, 0.083)  0.0292
N (-1.197, 0.793, 0.104)  -0.0859
N (1.102, -0.273, -0.200)  -0.2528
N (1.693, -1.505, 0.028)  -0.0111
N (1.530, 2.055, -0.165)  0.0966

Summary:
ΔE to the lowest compared entry with this formula, charge and spin = 760.88 kJ/mol
Net charge = 0
HOMO = -8.5 eV
Gap between HOMO and LUMO = 8.9 eV


No. 4
ORCA calculation (ωB97M-V with the def2-TZVPD basis set) on an isolated ion of composition C5H7N4 and charge +1 in a non-equilibrium geometry.

Each line ends with the Löwdin charge.
Positions of all 16 atoms, in Å:
H (0.448, 0.035, 1.336)  0.0361
N (0.619, -0.703, 2.047)  0.1298
C (-0.346, -1.499, 2.322)  -0.2291
N (-1.647, -1.363, 1.803)  0.0586
C (-1.908, -0.686, 0.690)  -0.1137
N (-1.054, 0.079, 0.135)  0.1260
C (-0.534, 1.130, -0.373)  -0.1505
N (0.411, 1.263, -1.179)  0.1923
C (1.395, 1.660, -1.687)  -0.0685
C (2.456, 1.939, -2.417)  0.1048
H (-0.175, -2.412, 2.972)  0.1458
H (-2.218, -2.288, 2.048)  0.2221
H (-2.817, -0.806, 0.014)  0.1894
H (-0.821, 2.045, 0.068)  0.1669
H (3.121, 1.157, -2.760)  0.0878
H (2.680, 3.020, -2.552)  0.1020

Summary:
ΔE to the lowest compared entry with this formula, charge and spin = 260.92 kJ/mol
Net charge = +1
HOMO = -13.1 eV
Structure (SMILES) = [H]\N=C/[NH+]=C\N=C\N=C=C
Gap between HOMO and LUMO = 9.0 eV


No. 5
ORCA calculation (ωB97M-V with the def2-TZVPD basis set) on a 7-piece molecular cluster, C32H64Cl2NO10P2 overall in a non-equilibrium geometry.

Each line ends with the Löwdin charge.
Positions of all 111 atoms, in Å:
C (-0.608, -1.015, -3.291)  -0.1262
C (-0.908, -0.343, -4.761)  -0.2460
C (0.205, 0.760, -5.119)  -0.2235
C (0.215, 2.033, -4.145)  -0.2298
C (-0.935, 3.109, -4.426)  -0.2149
C (-0.796, 4.488, -3.612)  -0.2040
C (-0.440, 4.332, -2.051)  -0.2142
C (-1.659, 4.744, -1.060)  -0.2105
C (-1.136, 5.119, 0.409)  -0.2170
C (-0.450, 3.899, 1.211)  -0.2267
C (1.175, 3.868, 1.036)  -0.2032
C (1.899, 3.228, 2.303)  -0.1754
C (2.686, 1.828, 2.067)  -0.5831
N (3.322, 1.636, 0.762)  -0.2240
P (2.513, 0.874, -0.558)  0.6259
O (2.808, 1.940, -1.917)  -0.3865
Cl (0.399, 0.883, -0.426)  0.2716
C (3.980, 1.994, 3.080)  -0.5862
O (4.166, 1.240, 4.089)  -0.1275
O (4.954, 2.972, 2.834)  -0.1995
P (1.760, 0.380, 2.888)  0.7344
O (1.858, -1.076, 1.943)  -0.4281
Cl (-0.366, 0.768, 2.949)  0.1656
H (0.462, -0.683, -3.009)  0.0550
H (-1.305, -0.462, -2.567)  0.0549
H (-0.741, -2.146, -3.286)  0.0540
H (-1.986, 0.025, -4.853)  0.0974
H (-0.781, -1.203, -5.512)  0.0883
H (1.228, 0.236, -4.975)  0.1154
H (0.166, 1.079, -6.215)  0.1002
H (1.257, 2.516, -4.104)  0.1141
H (0.028, 1.625, -3.078)  0.0530
H (-1.997, 2.662, -4.315)  0.1148
H (-0.848, 3.389, -5.548)  0.1064
H (0.053, 5.112, -4.090)  0.1118
H (-1.811, 5.015, -3.672)  0.0980
H (0.428, 5.067, -1.831)  0.1167
H (-0.063, 3.303, -1.736)  0.0437
H (-2.388, 3.850, -1.030)  0.1191
H (-2.194, 5.634, -1.563)  0.1011
H (-2.049, 5.478, 1.024)  0.1033
H (-0.451, 6.046, 0.331)  0.1076
H (-0.610, 4.133, 2.334)  0.1008
H (-0.939, 2.887, 1.032)  0.0477
H (1.466, 3.460, 0.014)  0.0458
H (1.463, 4.990, 1.011)  0.1134
H (1.114, 3.154, 3.151)  0.0887
H (2.654, 4.013, 2.690)  0.1206
H (4.281, 1.260, 0.821)  0.0730
H (2.028, 2.558, -1.924)  -0.0127
H (2.761, -1.113, 1.533)  0.0325
C (-4.456, -3.406, 2.135)  -0.0381
C (-4.183, -2.059, 1.518)  -0.4990
O (-4.914, -1.599, 0.657)  0.0476
C (-2.974, -1.305, 2.004)  -0.0542
H (-5.355, -3.832, 1.691)  0.0487
H (-3.618, -4.079, 1.944)  0.0903
H (-4.615, -3.296, 3.210)  0.0885
H (-2.070, -1.886, 1.807)  0.0855
H (-3.067, -1.102, 3.073)  0.0760
H (-2.901, -0.354, 1.472)  0.0692
C (-7.291, -6.332, 0.577)  -0.0190
C (-6.766, -6.633, 1.956)  -0.4901
O (-6.030, -5.858, 2.535)  0.0582
C (-7.189, -7.933, 2.590)  -0.0270
H (-6.905, -5.365, 0.246)  0.0809
H (-6.957, -7.101, -0.124)  0.0854
H (-8.382, -6.286, 0.596)  0.0861
H (-6.851, -8.772, 1.979)  0.0843
H (-8.275, -7.957, 2.699)  0.0840
H (-6.736, -8.016, 3.580)  0.0829
C (-5.295, 2.307, 3.777)  -0.0270
C (-3.794, 2.409, 3.849)  -0.5073
O (-3.123, 2.554, 2.846)  0.0348
C (-3.157, 2.326, 5.211)  -0.0276
H (-5.614, 2.383, 2.735)  0.0835
H (-5.622, 1.343, 4.173)  0.0820
H (-5.751, 3.123, 4.342)  0.0804
H (-3.389, 1.363, 5.671)  0.0846
H (-3.518, 3.142, 5.840)  0.0821
H (-2.073, 2.414, 5.109)  0.0699
C (7.085, 0.026, 3.036)  -0.0129
C (8.584, 0.116, 3.104)  -0.4860
O (9.259, 0.255, 2.097)  0.0355
C (9.221, 0.028, 4.466)  -0.0284
H (6.764, 0.105, 1.995)  0.0649
H (6.752, -0.935, 3.433)  0.0927
H (6.635, 0.846, 3.603)  0.0787
H (8.982, -0.933, 4.926)  0.0819
H (8.867, 0.848, 5.095)  0.0884
H (10.306, 0.108, 4.363)  0.0763
C (-4.238, -4.625, -5.613)  -0.0288
C (-3.064, -4.402, -4.697)  -0.4962
O (-2.208, -3.578, -4.955)  0.0624
C (-2.991, -5.239, -3.447)  -0.0224
H (-4.160, -3.954, -6.471)  0.0824
H (-4.237, -5.656, -5.974)  0.0817
H (-5.169, -4.409, -5.084)  0.0842
H (-2.935, -6.297, -3.711)  0.0824
H (-3.866, -5.051, -2.822)  0.0841
H (-2.094, -4.971, -2.884)  0.0842
C (8.336, -1.131, -2.192)  -0.0299
C (7.172, -0.345, -1.648)  -0.4986
O (6.025, -0.628, -1.942)  0.0458
C (7.483, 0.804, -0.726)  -0.0169
H (7.963, -1.927, -2.841)  0.0778
H (8.985, -0.477, -2.778)  0.0809
H (8.896, -1.582, -1.370)  0.0837
H (8.095, 1.543, -1.248)  0.0904
H (8.007, 0.439, 0.161)  0.0516
H (6.552, 1.279, -0.412)  0.0784

Summary:
ΔE to the lowest compared entry with this formula, charge and spin = 395.85 kJ/mol
Net charge = -1
HOMO = -4.7 eV
Gap between HOMO and LUMO = 6.4 eV